Formula: C3H3NO
Source: the OMol25 dataset
Level of theory: wB97M-V/def2-TZVPD

Geometry as XYZ:
```
8
Properties=species:S:1:pos:R:3:nbo_charge:R:1
N -0.3800 1.0960 2.2268 -0.298
C -0.0367 0.8186 1.1584 0.270
C 0.3549 0.3976 -0.1854 -0.629
C -0.2994 -0.9311 -0.5679 0.452
O 0.0265 -1.5408 -1.5506 -0.484
H 0.0546 1.1581 -0.9164 0.280
H 1.4426 0.2944 -0.2560 0.280
H -1.0945 -1.2850 0.1176 0.128
```

Summary:
* lowest unoccupied orbital energy: 0.01556 Ha
* energy relative to the best compared isomer or geometry (same formula, charge and spin): 5.8 kcal/mol
* SMILES: N#CCC=O
* 2S+1: 1



Formula: C3H3NO
Source: the OMol25 dataset
Level of theory: wB97M-V/def2-TZVPD

Geometry as XYZ:
```
8
Properties=species:S:1:pos:R:3:nbo_charge:R:1
C -0.9559 -0.1898 0.1868 -0.708
C 0.2891 0.3893 -0.4318 0.500
O 0.2684 1.2482 -1.2764 -0.452
C 1.6017 -0.0957 0.0740 0.160
N 2.6348 -0.4240 0.4793 -0.245
H -1.5485 0.6505 0.5625 0.256
H -1.5479 -0.6872 -0.5894 0.256
H -0.7417 -0.8912 0.9951 0.234
```

Summary:
* lowest unoccupied orbital energy: -0.01648 Ha
* energy relative to the best compared isomer or geometry (same formula, charge and spin): 6.2 kcal/mol
* SMILES: CC(=O)C#N
* 2S+1: 1



Formula: C3H3NO
Source: the OMol25 dataset
Level of theory: wB97M-V/def2-TZVPD

Geometry as XYZ:
```
8
Properties=species:S:1:pos:R:3:nbo_charge:R:1
O 0.6285 -1.3840 0.0608 -0.110
C 1.5244 -0.5885 0.3991 -0.013
C -0.5077 1.4699 0.0179 -0.271
C -1.4113 0.6718 0.0125 -0.239
N -0.3600 -2.0468 -0.0343 -0.022
H 2.0713 -0.2714 -0.4994 0.166
H 0.2204 2.2553 0.0197 0.241
H -2.1689 -0.0832 0.0189 0.249
```

Summary:
* lowest unoccupied orbital energy: -0.02453 Ha
* energy relative to the best compared isomer or geometry (same formula, charge and spin): 212.7 kcal/mol
* 2S+1: 1



Formula: C3H3NO
Source: the OMol25 dataset
Level of theory: wB97M-V/def2-TZVPD

Geometry as XYZ:
```
8
Properties=species:S:1:pos:R:3:nbo_charge:R:1
C 0.2333 -0.2180 0.9812 -0.126
C -0.7411 -0.6425 0.1038 0.036
O -0.6341 0.0836 -1.1018 -0.416
C 0.5013 0.8009 -0.8417 0.328
N 1.0857 0.6335 0.2924 -0.447
H 0.3550 -0.6314 1.9573 0.220
H -1.6507 -1.3405 0.2829 0.221
H 0.8507 1.3144 -1.6741 0.184
```

Summary:
* lowest unoccupied orbital energy: 0.03924 Ha
* energy relative to the best compared isomer or geometry (same formula, charge and spin): 9.4 kcal/mol
* SMILES: c1cocn1
* 2S+1: 1